9
Properties=species:S:1:pos:R:3 method="wB97M-V/def2-TZVPD" lumo_ev="-0.039 / -2.115" largest_force_ev_per_a=4.41 homo_lumo_gap_ev="9.586 / 6.063" e_above_lowest_kcal_mol=71.06
C 1.00786 0.76281 -0.21565
C 0.50262 -0.42224 0.48008
S -2.63080 0.28356 -0.27669
Cl 0.70646 -1.96972 -0.24251
H 0.74938 0.70905 -1.17319
H 0.57225 1.51420 0.39501
H 2.02794 0.60020 -0.26944
H 0.43477 -0.63152 1.50974
H -3.37047 -0.84634 -0.20736